{"formula": "C31H60CaClFKMgNO9S", "method": "ωB97M-V/def2-TZVPD", "homo_energy_ev": -5.78, "homo_lumo_gap_ha": 0.031, "elements": ["C", "C", "C", "C", "C", "C", "C", "C", "N", "C", "C", "C", "C", "C", "C", "C", "C", "C", "O", "C", "C", "C", "C", "C", "H", "H", "H", "H", "H", "H", "H", "H", "H", "H", "H", "H", "H", "H", "H", "H", "H", "H", "H", "H", "H", "H", "H", "H", "H", "H", "H", "H", "H", "H", "H", "H", "H", "H", "H", "H", "H", "H", "H", "H", "O", "C", "O", "C", "C", "C", "H", "H", "H", "H", "H", "H", "H", "H", "C", "C", "O", "H", "H", "H", "H", "H", "Mg", "C", "C", "C", "O", "H", "H", "H", "H", "H", "H", "H", "F", "Ca", "Cl", "O", "S", "O", "O", "O", "K"], "xyz": [[4.063, -3.924, 2.630], [5.215, -4.326, 1.487], [5.958, -2.878, 1.105], [7.213, -2.563, 2.118], [8.124, -1.248, 1.657], [7.072, -0.102, 1.140], [7.616, 1.460, 1.391], [6.215, 2.363, 1.525], [5.736, 2.606, 2.949], [4.456, 3.367, 3.220], [3.528, 3.962, 1.964], [2.124, 4.726, 2.449], [1.466, 3.691, 3.587], [-0.173, 3.713, 3.616], [-0.754, 2.157, 3.614], [-2.189, 2.209, 2.803], [-2.784, 0.737, 2.396], [-2.674, 0.648, 0.729], [-3.091, -0.663, 0.202], [-4.548, -0.687, -0.056], [4.000, 3.780, 0.405], [5.421, 2.931, 0.167], [6.034, 2.608, -1.336], [5.240, 1.307, -1.986], [4.322, -2.861, 3.090], [2.997, -3.810, 2.138], [4.025, -4.682, 3.524], [5.973, -5.134, 1.874], [4.619, -4.646, 0.522], [6.369, -2.855, 0.009], [5.084, -2.067, 1.167], [6.835, -2.416, 3.240], [7.992, -3.467, 2.170], [8.815, -0.916, 2.541], [8.785, -1.577, 0.725], [6.668, -0.263, 0.042], [6.112, -0.192, 1.844], [8.140, 1.490, 2.449], [8.307, 1.819, 0.516], [6.270, 2.231, 3.778], [4.148, 3.510, 4.359], [1.388, 4.932, 1.564], [2.493, 5.739, 2.948], [1.966, 3.975, 4.607], [1.773, 2.604, 3.201], [-0.479, 4.151, 4.683], [-0.673, 4.399, 2.808], [-0.982, 1.751, 4.704], [-0.032, 1.384, 3.113], [-1.971, 2.830, 1.807], [-2.964, 2.778, 3.483], [-3.901, 0.606, 2.732], [-2.134, -0.129, 2.852], [-3.255, 1.561, 0.256], [-1.509, 0.769, 0.501], [-5.051, 0.013, 0.746], [-4.801, -0.252, -1.138], [-4.976, -1.780, -0.039], [3.373, 4.209, -0.485], [7.183, 2.287, -1.307], [6.007, 3.552, -2.062], [4.997, 0.504, -1.151], [5.994, 0.775, -2.731], [4.270, 1.620, -2.578], [-7.343, 0.232, -4.113], [-6.886, -0.863, -4.427], [-7.060, -1.936, -3.621], [-6.755, -3.293, -3.993], [-5.302, -3.619, -3.705], [-6.041, -1.017, -5.658], [-7.033, -3.491, -5.032], [-7.394, -3.933, -3.375], [-4.627, -2.997, -4.298], [-5.092, -4.669, -3.928], [-5.068, -3.427, -2.653], [-5.001, -0.799, -5.412], [-6.391, -0.299, -6.409], [-6.120, -1.999, -6.121], [-5.387, 3.552, -1.581], [-4.368, 4.353, -0.751], [-4.520, 3.982, 0.510], [-6.420, 3.760, -1.274], [-5.300, 3.824, -2.639], [-5.216, 2.470, -1.507], [-4.548, 5.407, -1.014], [-3.396, 4.172, -1.237], [-4.894, 0.661, -4.068], [-3.448, -3.450, 1.696], [-3.684, -4.963, 1.559], [-2.340, -5.701, 1.677], [-4.168, -5.190, 0.350], [-2.772, -3.059, 0.924], [-4.389, -2.889, 1.634], [-2.996, -3.222, 2.669], [-4.267, -5.257, 2.444], [-1.623, -5.394, 0.904], [-2.471, -6.788, 1.600], [-1.878, -5.496, 2.649], [-1.294, 5.958, 1.918], [-5.494, -5.366, -1.651], [10.406, -1.763, 2.585], [-3.656, 0.850, -8.460], [-3.994, -0.382, -9.196], [-4.095, -1.508, -8.249], [-2.942, -0.667, -10.188], [-5.285, -0.203, -9.886], [-4.894, 6.102, 1.050]]}



{"formula": "C5H12NO2", "method": "ωB97M-V/def2-TZVPD", "homo_energy_ev": -14.15, "charge": 1, "relative_energy_kj_mol": 562.25, "homo_lumo_gap_ha": 0.177, "elements": ["O", "C", "C", "C", "C", "C", "N", "H", "H", "H", "H", "H", "H", "H", "H", "H", "H", "H", "H", "O"], "xyz": [[2.492, 0.406, 1.641], [1.663, -0.473, 0.923], [0.248, 0.110, 1.054], [-0.751, -0.775, 0.212], [-0.555, -0.336, -1.260], [0.144, -1.247, -2.067], [-1.132, 0.834, -1.479], [1.654, -1.453, 1.404], [0.127, 1.156, 0.793], [-0.071, -0.048, 2.087], [-0.384, -1.803, 0.217], [-1.779, -0.637, 0.528], [0.259, -2.259, -1.661], [0.133, -1.254, -3.171], [-1.047, 1.120, -2.467], [-2.432, 3.053, 0.629], [1.970, -0.437, -0.145], [-1.816, 1.774, 0.081], [3.387, 0.086, 1.779], [-2.111, 2.185, 0.903]]}



{"formula": "C25H46Br17NO3", "method": "ωB97M-V/def2-TZVPD", "smiles": "NCCC[C@@H]1CC(=O)O[C@H]1CC(=O)Br.BrCCBr.BrCCBr.BrCCBr.BrCCBr.BrCCBr.BrCCBr.BrCCBr.BrCCBr", "homo_energy_ev": -9.11, "homo_lumo_gap_ha": 0.341, "elements": ["N", "C", "C", "C", "C", "C", "C", "O", "O", "C", "C", "C", "O", "Br", "H", "H", "H", "H", "H", "H", "H", "H", "H", "H", "H", "H", "H", "H", "Br", "C", "C", "Br", "H", "H", "H", "H", "Br", "C", "C", "Br", "H", "H", "H", "H", "Br", "C", "C", "Br", "H", "H", "H", "H", "Br", "C", "C", "Br", "H", "H", "H", "H", "Br", "C", "C", "Br", "H", "H", "H", "H", "Br", "C", "C", "Br", "H", "H", "H", "H", "Br", "C", "C", "Br", "H", "H", "H", "H", "Br", "C", "C", "Br", "H", "H", "H", "H"], "xyz": [[0.548, 3.684, 0.546], [1.147, 3.602, -0.818], [0.542, 2.453, -1.760], [-0.962, 2.785, -2.301], [-1.971, 2.184, -1.215], [-2.477, 0.666, -1.335], [-3.301, 0.651, 0.067], [-3.282, -0.172, 0.994], [-4.023, 1.894, -0.045], [-3.381, 2.882, -0.941], [-3.446, 4.251, -0.129], [-2.806, 5.509, -0.935], [-1.848, 6.129, -0.440], [-3.663, 5.997, -2.673], [0.415, 2.752, 0.970], [-0.402, 4.083, 0.478], [2.275, 3.422, -0.709], [0.987, 4.642, -1.296], [0.406, 1.513, -1.100], [1.242, 2.122, -2.608], [-1.087, 3.921, -2.453], [-1.070, 2.274, -3.325], [-1.450, 2.179, -0.194], [-1.648, -0.106, -1.452], [-3.307, 0.702, -2.128], [-3.991, 2.761, -1.900], [-4.549, 4.550, 0.048], [-2.901, 4.161, 0.879], [-6.384, 3.524, -3.583], [-6.883, 5.055, -4.681], [-7.014, 4.669, -6.132], [-5.266, 4.468, -6.971], [-6.135, 5.829, -4.506], [-7.843, 5.388, -4.283], [-7.511, 5.459, -6.697], [-7.548, 3.731, -6.282], [-7.215, 3.527, 1.180], [-7.942, 2.000, 2.143], [-7.054, 0.792, 1.992], [-7.274, -0.033, 0.238], [-8.954, 1.840, 1.770], [-7.990, 2.316, 3.186], [-7.334, 0.019, 2.706], [-5.994, 1.018, 2.106], [-5.789, -0.517, 5.696], [-4.413, 0.616, 6.478], [-4.981, 1.937, 6.934], [-5.293, 3.148, 5.435], [-3.624, 0.719, 5.733], [-4.031, 0.049, 7.329], [-4.267, 2.460, 7.572], [-5.929, 1.838, 7.462], [2.550, -0.056, 0.210], [2.210, -1.970, 0.076], [1.076, -2.262, -0.875], [-0.653, -1.880, -0.058], [2.027, -2.331, 1.088], [3.143, -2.398, -0.294], [1.045, -3.326, -1.120], [1.126, -1.683, -1.798], [-7.610, 6.274, 3.834], [-7.730, 7.489, 5.355], [-6.499, 7.437, 6.230], [-6.473, 5.864, 7.384], [-8.647, 7.238, 5.887], [-7.833, 8.479, 4.907], [-6.491, 8.283, 6.920], [-5.568, 7.426, 5.663], [5.857, -2.317, -1.393], [4.988, -3.722, -2.427], [5.062, -5.051, -1.717], [6.835, -5.843, -1.881], [5.460, -3.732, -3.410], [3.951, -3.399, -2.530], [4.386, -5.772, -2.179], [4.842, -4.984, -0.652], [8.488, -9.574, -3.646], [9.779, -9.793, -2.202], [10.097, -8.472, -1.547], [11.307, -7.410, -2.646], [10.652, -10.284, -2.628], [9.298, -10.468, -1.491], [10.629, -8.627, -0.607], [9.215, -7.859, -1.362], [16.851, -10.648, -0.583], [15.695, -9.462, -1.611], [14.328, -9.349, -0.982], [13.250, -10.933, -1.343], [15.669, -9.848, -2.630], [16.201, -8.496, -1.605], [13.770, -8.520, -1.421], [14.361, -9.227, 0.100]]}



{"formula": "C3H7N", "method": "ωB97M-V/def2-TZVPD", "smiles": "NC1CC1", "homo_energy_ev": -9.28, "relative_energy_kj_mol": 88.54, "homo_lumo_gap_ha": 0.387, "elements": ["N", "C", "C", "C", "H", "H", "H", "H", "H", "H", "H"], "xyz": [[-0.779, -0.969, 0.942], [0.285, -0.277, 0.216], [0.245, 1.163, -0.052], [0.006, 0.131, -1.158], [-0.830, -1.971, 0.657], [-0.642, -0.841, 1.934], [1.382, -0.605, 0.350], [-0.641, 1.637, 0.411], [1.193, 1.771, 0.155], [0.790, -0.102, -1.862], [-1.009, 0.063, -1.593]]}



{"formula": "C8H32CaN11O11", "method": "ωB97M-V/def2-TZVPD", "homo_energy_ev": -11.24, "charge": 1, "relative_energy_kj_mol": 201.53, "homo_lumo_gap_ha": 0.262, "elements": ["Ca", "N", "O", "O", "O", "C", "O", "H", "H", "H", "H", "C", "O", "H", "H", "H", "H", "C", "O", "H", "H", "H", "H", "C", "O", "N", "N", "H", "H", "H", "H", "C", "O", "N", "N", "H", "H", "H", "H", "C", "O", "N", "N", "H", "H", "H", "H", "C", "O", "N", "N", "H", "H", "H", "H", "C", "O", "N", "N", "H", "H", "H", "H"], "xyz": [[-1.690, -2.376, -2.494], [-0.488, -0.416, 0.379], [-1.356, 0.416, 0.676], [-0.481, -0.997, -0.723], [0.411, -0.683, 1.190], [1.604, -3.453, 3.010], [1.250, -3.619, 1.635], [2.680, -3.555, 3.172], [1.482, -2.386, 3.218], [1.056, -4.028, 3.754], [0.953, -2.742, 1.380], [-3.868, 2.968, 1.835], [-2.684, 2.709, 1.104], [-3.594, 3.288, 2.843], [-4.499, 3.752, 1.416], [-4.539, 2.118, 1.976], [-2.370, 1.804, 1.199], [2.057, 1.744, -1.020], [2.379, 0.382, -1.188], [2.068, 2.250, -1.984], [1.080, 1.925, -0.552], [2.629, 2.280, -0.257], [1.813, -0.146, -0.618], [-0.033, 0.150, -4.230], [-0.666, -0.732, -3.645], [0.231, 1.366, -3.699], [0.549, 0.065, -5.459], [-0.007, 1.415, -2.718], [0.751, 2.065, -4.188], [0.219, -0.731, -5.981], [1.224, 0.768, -5.672], [3.166, 0.984, 2.709], [4.089, 1.687, 3.102], [3.288, -0.312, 2.380], [1.953, 1.520, 2.433], [4.205, -0.721, 2.427], [2.591, -0.801, 1.848], [1.261, 0.875, 2.069], [1.702, 2.488, 2.492], [-3.466, 0.872, -2.464], [-3.055, -0.295, -2.382], [-3.644, 1.751, -1.459], [-3.560, 1.483, -3.675], [-4.039, 2.612, -1.785], [-3.197, 1.696, -0.553], [-3.108, 0.924, -4.381], [-4.110, 2.305, -3.835], [-1.834, -0.146, 4.250], [-2.848, -0.656, 3.774], [-1.146, 0.831, 3.638], [-1.311, -0.592, 5.418], [-0.354, 1.340, 3.985], [-1.385, 0.912, 2.660], [-1.709, -1.434, 5.791], [-0.469, -0.150, 5.740], [1.879, -2.785, -2.370], [0.642, -2.847, -2.501], [2.443, -2.642, -1.148], [2.701, -2.873, -3.419], [1.750, -2.803, -0.434], [3.406, -2.929, -1.115], [2.374, -3.413, -4.201], [3.624, -2.482, -3.352]]}